Record 1
Entry from the Open Molecules 2025 dataset: C13H18N2O4 in the gas phase (ωB97M-V/def2-TZVPD).

Results
SMILES string: C[C@@H](O)[C@H](NC(=O)[C@@H](N)Cc1ccccc1)C(=O)O
DFT total energy in Eh: -916.6722

Structure (ORCA input):
```
! wB97M-V def2-TZVPD RIJCOSX def2/J DEFGRID3
* xyz 0 1
C 1.981 -0.215 -0.821
C 1.243 0.574 0.214
C 1.084 -1.111 -1.688
C 0.030 -0.297 -2.421
C 0.341 0.303 -3.611
C -1.243 -0.128 -1.891
C -0.629 1.022 -4.333
C -2.185 0.700 -2.544
C -1.896 1.229 -3.796
C 0.175 0.543 2.345
C 0.498 0.006 3.734
C -1.322 0.449 2.042
C -1.926 -0.977 2.148
H 3.586 -1.606 -0.846
H 3.686 -0.534 0.393
H 2.405 0.587 -1.500
H 0.610 -1.937 -1.079
H 1.743 -1.669 -2.393
H 1.371 0.246 -4.004
H -1.589 -0.572 -0.937
H -0.392 1.476 -5.362
H -3.094 0.976 -2.098
H -2.588 1.835 -4.347
H 1.196 -1.020 1.472
H 0.430 1.586 2.372
H -1.484 0.847 1.029
H -1.534 1.298 3.740
H -1.372 -1.598 1.482
H -3.031 -0.883 1.972
H -1.837 -1.342 3.176
H 1.543 -1.136 4.780
N 3.002 -1.097 -0.143
N 0.916 -0.082 1.333
O 0.922 1.746 0.080
O -0.030 0.459 4.761
O -2.024 1.284 2.935
O 1.416 -0.963 3.807
*
```



Record 2
Entry from the Open Molecules 2025 dataset: 3 unconnected molecules or ions with the total composition C24H22B2F6N4O5 (ωB97M-V/def2-TZVPD).

Results
SMILES string: CCOB(O)c1c(C(F)(F)C(F)F)c(F)c2ncc(B(O)O)nc2c1CC(=O)F.c1ccncc1.c1ccncc1
DFT total energy in Eh: -2171.9705

Structure (ORCA input):
```
! wB97M-V def2-TZVPD RIJCOSX def2/J DEFGRID3
* xyz 0 1
C -3.808 3.704 -1.339
C -2.653 3.698 -0.226
O -3.111 3.041 0.973
B -2.788 1.675 1.043
O -3.863 0.809 1.371
C -1.281 1.075 0.841
C -0.903 0.105 -0.292
C -1.973 -0.401 -1.297
F -3.082 -1.009 -0.668
F -1.491 -1.390 -2.167
C -2.572 0.734 -2.254
F -2.802 0.137 -3.509
F -1.688 1.775 -2.483
C 0.515 -0.292 -0.341
F 0.984 -1.127 -1.339
C 1.536 0.186 0.672
N 2.836 -0.295 0.514
C 3.712 0.202 1.429
C 3.291 1.166 2.500
B 4.455 1.683 3.523
O 5.299 0.744 4.167
O 4.609 3.069 3.707
N 2.024 1.640 2.735
C 1.170 1.106 1.767
C -0.291 1.537 1.841
C -0.733 2.501 3.018
C -0.825 4.011 2.558
O -1.515 4.773 3.158
F -0.129 4.454 1.432
H -3.407 3.671 -2.386
H -4.518 2.856 -1.106
H -4.381 4.670 -1.205
H -2.512 4.790 0.048
H -1.658 3.352 -0.616
H -3.467 0.002 1.764
H -3.583 1.041 -1.880
H 4.785 -0.115 1.342
H 6.209 1.091 4.084
H 4.342 3.505 2.876
H -1.691 2.155 3.510
H 0.029 2.504 3.859
N -4.168 -4.690 0.589
C -3.772 -5.660 1.422
C -2.515 -5.713 2.003
C -1.612 -4.706 1.705
C -1.996 -3.690 0.844
C -3.278 -3.727 0.317
H -4.513 -6.427 1.622
H -2.251 -6.522 2.672
H -0.618 -4.712 2.138
H -1.317 -2.887 0.587
H -3.625 -2.957 -0.355
N 2.864 -1.100 -5.079
C 2.777 -0.958 -3.751
C 3.777 -1.336 -2.868
C 4.932 -1.898 -3.388
C 5.045 -2.057 -4.760
C 3.990 -1.643 -5.557
H 1.854 -0.518 -3.393
H 3.653 -1.195 -1.801
H 5.737 -2.208 -2.731
H 5.932 -2.492 -5.202
H 4.033 -1.743 -6.636
*
```



Record 3
Entry from the Open Molecules 2025 dataset: 2 unconnected molecules or ions with the total composition C2ClO2S (ωB97M-V/def2-TZVPD).

Results
DFT total energy in Eh: -1085.1347

Structure (ORCA input):
```
! wB97M-V def2-TZVPD RIJCOSX def2/J DEFGRID3
* xyz -1 1
C 0.167 1.501 0.021
C 0.201 -1.224 -0.331
O 0.260 1.667 -1.102
O 0.653 -2.215 -0.666
S 0.491 1.660 1.508
Cl -1.772 -1.389 0.570
*
```



Record 4
Entry from the Open Molecules 2025 dataset: a molecular structure, C21H35ClN9O3SSc (ωB97M-V/def2-TZVPD).

Results
DFT total energy in Eh: -3158.2197

Structure (ORCA input):
```
! wB97M-V def2-TZVPD RIJCOSX def2/J DEFGRID3
* xyz 2 1
Sc -0.651 0.879 -0.086
C 0.760 -0.745 3.234
C 0.238 0.679 3.578
N 0.290 1.636 2.407
C -0.489 2.879 2.750
C -1.891 2.719 2.271
C -2.898 3.663 2.510
C -4.214 3.310 2.161
C -4.448 2.015 1.637
C -3.358 1.190 1.345
C -3.563 -0.220 0.847
N -2.284 -0.925 0.479
C -2.059 -2.259 1.142
C -1.106 -2.281 2.332
N 0.047 -1.372 2.051
N -2.089 1.625 1.501
H 0.618 -1.379 4.127
H 1.832 -0.696 3.032
H 0.895 1.037 4.362
H -0.788 0.609 3.989
H 1.276 1.921 2.414
H -0.030 3.761 2.259
H -0.459 3.072 3.848
H -2.640 4.638 2.947
H -5.048 3.999 2.289
H -5.468 1.634 1.434
H -4.257 -0.210 0.005
H -4.082 -0.729 1.691
H -2.359 -1.161 -0.511
H -1.659 -2.965 0.412
H -3.010 -2.723 1.482
H -0.748 -3.312 2.442
H -1.612 -1.951 3.238
H -0.371 -0.582 1.539
N 1.665 -2.159 0.054
N 2.803 -1.294 0.262
C 2.859 0.026 -0.064
N 4.062 0.571 -0.185
N 1.699 0.811 -0.260
N 1.658 2.097 -0.227
O 0.494 2.665 -0.634
O 2.631 2.874 -0.147
H 0.740 -1.821 1.313
H 1.974 -3.110 0.309
H 3.706 -1.748 0.302
H 4.844 0.019 0.165
H 4.114 1.599 -0.141
Cl 2.592 -5.197 -1.019
C 2.880 -3.993 -2.241
C 3.891 -4.306 -3.167
C 4.190 -3.413 -4.198
C 3.479 -2.230 -4.305
C 2.484 -1.892 -3.410
C 2.164 -2.769 -2.365
C 1.144 -2.333 -1.343
H 4.462 -5.226 -2.988
H 4.979 -3.640 -4.935
H 3.723 -1.504 -5.111
H 1.968 -0.925 -3.500
H 0.361 -3.099 -1.254
H 0.659 -1.382 -1.654
C -2.285 3.435 -2.356
S -2.430 1.742 -2.906
C -1.034 1.626 -4.019
O -1.752 0.860 -1.730
H -1.240 3.686 -2.195
H -2.891 3.496 -1.423
H -2.708 4.060 -3.128
H -1.177 2.264 -4.883
H -0.951 0.572 -4.316
H -0.130 1.881 -3.460
*
```



> Which of these has the highest DFT total energy?

C13H18N2O4



> Which of these has the highest DFT total energy?

C13H18N2O4



> What is the DFT total energy in the fourth record?

-3158.2197 Eh